Record 1
Here is C43H37IrOP2Se as an isolated structure in a non-equilibrium geometry from OMol25. Energies are from ωB97M-V/def2-TZVPD.

Results
Spin multiplicity   6
Total energy   -133970.6353 eV
Net charge   +3
<S²>   8.795
HOMO energy (alpha / beta)   -13.85 / -16.22 eV
E_LUMO (alpha / beta)   -8.3 / -12.9 eV

Element x y z (Å)
1 Ir 0.117 -0.100 -0.543
2 P -0.044 2.263 -0.591
3 C -1.198 -0.024 0.740
4 O -2.055 0.041 1.546
5 P -0.290 -2.409 -0.494
6 C -0.107 3.197 0.966
7 C -1.608 2.732 -1.388
8 C 1.237 2.973 -1.634
9 C 1.241 -3.316 -0.835
10 C -1.021 -3.144 0.984
11 C -1.462 -2.748 -1.829
12 C 0.917 4.104 1.282
13 C 0.853 4.835 2.473
14 C -0.250 4.716 3.328
15 C -1.280 3.830 2.992
16 C -1.230 3.100 1.805
17 H 1.727 4.265 0.568
18 H 1.662 5.535 2.696
19 H -0.336 5.334 4.230
20 H -2.153 3.718 3.641
21 H -2.078 2.483 1.506
22 C 2.574 2.681 -1.330
23 C 3.604 3.263 -2.058
24 C 3.331 4.181 -3.084
25 C 1.989 4.453 -3.408
26 C 0.945 3.840 -2.707
27 H 2.825 1.983 -0.528
28 H 4.616 2.963 -1.772
29 H 4.145 4.674 -3.624
30 H 1.730 5.149 -4.213
31 H -0.085 4.035 -2.994
32 C -2.144 4.008 -1.150
33 C -3.278 4.403 -1.853
34 C -3.885 3.518 -2.749
35 C -3.350 2.249 -2.978
36 C -2.199 1.852 -2.301
37 H -1.693 4.672 -0.410
38 H -3.670 5.403 -1.681
39 H -4.792 3.807 -3.271
40 H -3.817 1.547 -3.667
41 H -1.758 0.862 -2.451
42 C -2.239 -3.852 0.981
43 C -2.669 -4.468 2.163
44 C -1.913 -4.361 3.338
45 C -0.708 -3.646 3.332
46 C -0.267 -3.029 2.163
47 H -2.830 -3.953 0.069
48 H -3.581 -5.076 2.159
49 H -2.240 -4.862 4.253
50 H -0.090 -3.599 4.235
51 H 0.681 -2.483 2.173
52 C 2.161 -2.794 -1.754
53 C 3.393 -3.421 -1.931
54 C 3.665 -4.653 -1.311
55 C 2.727 -5.184 -0.405
56 C 1.510 -4.532 -0.179
57 H 1.934 -1.867 -2.289
58 H 4.147 -2.881 -2.521
59 H 4.622 -5.165 -1.489
60 H 2.914 -6.098 0.168
61 H 0.777 -4.969 0.509
62 C -1.213 -3.883 -2.608
63 C -2.154 -4.268 -3.556
64 C -3.318 -3.513 -3.738
65 C -3.556 -2.368 -2.965
66 C -2.630 -1.984 -1.993
67 H -0.305 -4.469 -2.445
68 H -1.946 -5.172 -4.123
69 H -4.045 -3.820 -4.489
70 H -4.449 -1.757 -3.110
71 H -2.796 -1.101 -1.364
72 H 1.563 0.151 -2.609
73 H 0.792 0.099 -2.532
74 Se 2.093 -0.170 0.733
75 C 2.121 -0.010 2.720
76 C 1.694 1.218 3.256
77 C 1.571 1.383 4.642
78 C 1.930 0.343 5.506
79 C 2.355 -0.877 4.990
80 C 2.510 -1.054 3.599
81 H 1.419 2.028 2.571
82 H 1.224 2.315 5.107
83 H 1.926 0.504 6.590
84 H 2.574 -1.646 5.743
85 H 2.912 -1.981 3.197

***

Record 2
Here is one molecule with the formula C4H8N4O2 in a non-equilibrium geometry from OMol25. Energies are from ωB97M-V/def2-TZVPD.

Results
Total energy   -14328.7888 eV
Relative energy (zero: lowest compared OMol25 entry of this formula, charge and spin)   99.5 kcal/mol
Net charge   0
HOMO energy   -9.29 eV
E_LUMO   0.2 eV

Element x y z (Å)
1 C 1.479 -0.762 0.648
2 C 0.146 -0.836 -0.086
3 C -1.142 -0.512 0.802
4 N -1.600 0.842 0.356
5 C -0.987 1.131 -0.704
6 N -1.171 2.151 -1.522
7 N 0.014 0.126 -1.156
8 N 0.458 -0.116 -2.404
9 O 0.347 0.719 -3.318
10 O 1.028 -1.218 -2.645
11 H 1.970 0.036 0.148
12 H 2.012 -1.637 0.607
13 H 1.449 -0.470 1.656
14 H -0.242 -1.885 -0.462
15 H -2.029 -1.201 0.725
16 H -0.943 -0.459 1.984
17 H -1.811 2.807 -1.259
18 H -0.709 2.069 -2.505

***

Record 3
Here is C48H52IN7O4RuSeTe as an isolated structure in a non-equilibrium geometry from OMol25. Energies are from ωB97M-V/def2-TZVPD.

Results
Spin multiplicity   5
Total energy   -152560.7708 eV
Relative energy (zero: lowest compared OMol25 entry of this formula, charge and spin)   56.6 kcal/mol
Net charge   0
<S²>   6.082
HOMO energy (alpha / beta)   -5.58 / -6.81 eV
E_LUMO (alpha / beta)   -0.1 / -0.7 eV

Element x y z (Å)
1 Ru 0.931 -1.529 -1.141
2 C 2.515 -2.800 -4.117
3 O 2.648 -2.120 -2.883
4 C 3.773 -1.374 -2.666
5 C 4.855 -1.368 -3.529
6 C 5.989 -0.621 -3.243
7 C 6.044 0.124 -2.079
8 C 4.968 0.118 -1.209
9 C 3.812 -0.622 -1.477
10 N 2.743 -0.671 -0.572
11 N 3.043 -0.215 0.624
12 C 2.385 -0.339 1.770
13 C 1.039 -0.753 2.012
14 O 0.084 -0.491 1.043
15 C 0.748 -1.425 3.202
16 C 1.635 -1.492 4.242
17 C 2.856 -0.778 4.173
18 C 3.726 -0.691 5.279
19 C 4.891 0.027 5.200
20 C 5.235 0.667 4.003
21 C 4.424 0.557 2.898
22 C 3.223 -0.165 2.954
23 H 3.237 -3.618 -4.187
24 H 2.644 -2.119 -4.962
25 H 1.506 -3.203 -4.121
26 H 4.838 -1.955 -4.437
27 H 6.821 -0.632 -3.935
28 H 6.929 0.698 -1.835
29 H 5.001 0.681 -0.291
30 H -0.193 -1.943 3.273
31 H 1.389 -2.064 5.126
32 H 3.445 -1.199 6.193
33 H 5.543 0.099 6.062
34 H 6.151 1.242 3.944
35 H 4.699 1.041 1.972
36 I 0.950 -3.687 0.439
37 C -3.151 0.526 7.149
38 C -2.829 0.128 5.736
39 C -2.470 1.079 4.793
40 C -2.141 0.731 3.486
41 C -1.694 1.827 2.556
42 C -2.205 -0.608 3.079
43 Te -1.679 -1.427 1.046
44 N -1.138 -1.730 -1.097
45 C -1.282 -2.673 -2.019
46 O -0.412 -2.791 -2.919
47 C -2.479 -3.568 -2.070
48 C -2.990 -4.155 -0.919
49 C -4.018 -5.082 -1.006
50 C -4.549 -5.418 -2.241
51 C -4.042 -4.833 -3.394
52 C -3.004 -3.920 -3.310
53 C -2.932 0.084 0.177
54 C -4.302 -0.177 0.340
55 C -4.822 -1.324 1.173
56 C -5.238 0.662 -0.254
57 C -4.855 1.745 -1.025
58 C -5.867 2.659 -1.658
59 C -3.497 1.980 -1.187
60 C -2.522 1.187 -0.591
61 C -1.098 1.631 -0.786
62 C -2.591 -1.575 4.025
63 C -2.696 -3.045 3.681
64 C -2.882 -1.197 5.329
65 H -2.679 1.476 7.397
66 H -2.812 -0.230 7.857
67 H -4.229 0.645 7.277
68 H -2.416 2.122 5.086
69 H -1.332 2.686 3.123
70 H -2.520 2.163 1.926
71 H -0.889 1.477 1.917
72 H -2.545 -3.931 0.043
73 H -4.383 -5.563 -0.107
74 H -5.350 -6.144 -2.307
75 H -4.436 -5.115 -4.363
76 H -2.580 -3.485 -4.206
77 H -4.090 -2.127 1.263
78 H -5.724 -1.744 0.730
79 H -5.070 -0.983 2.181
80 H -6.293 0.456 -0.106
81 H -6.881 2.301 -1.482
82 H -5.704 2.734 -2.733
83 H -5.779 3.663 -1.241
84 H -3.178 2.818 -1.797
85 H -0.967 2.074 -1.772
86 H -0.380 0.828 -0.695
87 H -0.848 2.399 -0.051
88 H -1.896 -3.385 3.020
89 H -3.652 -3.265 3.198
90 H -2.647 -3.646 4.589
91 H -3.144 -1.964 6.051
92 C 3.724 4.606 -4.800
93 N 3.599 4.876 -3.390
94 C 4.024 6.004 -2.713
95 C 3.717 5.830 -1.413
96 N 3.113 4.594 -1.291
97 C 2.596 4.009 -0.075
98 C 3.034 4.007 -2.513
99 Se 2.288 2.383 -2.870
100 H 3.958 5.527 -5.330
101 H 2.785 4.195 -5.167
102 H 4.504 3.865 -4.980
103 H 4.500 6.831 -3.208
104 H 3.879 6.474 -0.567
105 H 3.189 4.342 0.775
106 H 2.645 2.925 -0.158
107 H 1.552 4.294 0.074
108 N 0.542 0.221 -5.006
109 C 0.068 0.044 -3.744
110 N -1.275 0.034 -3.587
111 O 0.866 -0.032 -2.796
112 H -0.070 0.574 -5.720
113 H 1.511 0.500 -5.045
114 H -1.857 -0.128 -4.390
115 H -1.610 -0.332 -2.703

***

Record 4
Here is a 3-piece molecular cluster, C4HINO3 overall in a non-equilibrium geometry from OMol25. Energies are from ωB97M-V/def2-TZVPD.

Results
Total energy   -19896.2554 eV
Relative energy (zero: lowest compared OMol25 entry of this formula, charge and spin)   16.3 kcal/mol
Net charge   -1
HOMO energy   -4.05 eV
E_LUMO   2.8 eV

Element x y z (Å)
1 C -1.939 -0.229 -0.450
2 C -1.308 -1.134 -0.949
3 C 0.743 1.611 0.468
4 C -2.769 0.193 0.383
5 N 0.781 0.483 0.063
6 O -0.713 -2.142 -1.240
7 O 0.836 2.803 0.583
8 O -3.556 0.890 0.777
9 I 4.583 -1.836 0.043
10 H 3.342 -0.639 0.322

***

Record 5
Here is an isolated ion of composition C10H13N2O and charge +1 in a non-equilibrium geometry from OMol25. Energies are from ωB97M-V/def2-TZVPD.

Results
Spin multiplicity   3
Total energy   -15596.7389 eV
Relative energy (zero: lowest compared OMol25 entry of this formula, charge and spin)   57.0 kcal/mol
Net charge   +1
<S²>   2.008
HOMO energy (alpha / beta)   -8.31 / -12.86 eV
E_LUMO (alpha / beta)   -3.1 / -7.3 eV

Element x y z (Å)
1 C 3.117 0.279 0.893
2 C 2.240 1.304 1.399
3 C 2.596 -0.666 0.061
4 C 0.903 1.298 1.076
5 C 1.222 -0.751 -0.205
6 C 0.428 0.186 0.365
7 C -1.616 0.837 -1.105
8 C 0.474 -1.821 -1.017
9 C -1.088 -0.143 -0.079
10 C -2.068 -0.289 1.053
11 N -1.782 2.134 -0.684
12 N -1.027 -1.478 -0.820
13 O -1.981 0.387 -2.180
14 H 4.203 0.259 0.917
15 H 2.620 2.240 1.843
16 H 3.106 -1.564 -0.292
17 H 0.099 1.916 1.471
18 H 0.730 -1.629 -2.064
19 H 0.537 -2.946 -0.909
20 H -2.962 -0.325 0.532
21 H -2.009 0.385 1.823
22 H -1.984 -1.271 1.431
23 H -1.096 2.469 -0.020
24 H -1.668 2.774 -1.438
25 H -1.657 -1.304 -1.706
26 H -1.337 -2.280 -0.345

***

Record 6
Here is a 2-piece molecular cluster, C30H33NO2 overall in a non-equilibrium geometry from OMol25. Energies are from ωB97M-V/def2-TZVPD.

Results
Total energy   -37229.2104 eV
Net charge   0
HOMO energy   -7.84 eV
E_LUMO   -2.5 eV

Element x y z (Å)
1 C -4.631 1.627 3.348
2 C -3.758 0.715 2.541
3 C -3.090 -0.333 3.169
4 C -2.376 -1.294 2.458
5 C -1.759 -2.370 3.312
6 C -2.281 -1.205 1.055
7 C -1.535 -2.249 0.227
8 C -2.220 -3.629 0.256
9 C -0.029 -2.345 0.593
10 C 0.815 -1.196 0.219
11 C 2.031 -0.855 0.840
12 C 2.523 0.495 0.713
13 C 1.723 1.505 -0.020
14 C 3.758 0.876 1.209
15 C 4.552 -0.018 1.932
16 C 5.877 0.407 2.487
17 C 4.070 -1.318 2.117
18 C 2.850 -1.760 1.622
19 C 2.474 -3.173 1.950
20 C -2.890 -0.098 0.422
21 C -2.765 0.148 -1.049
22 C -3.592 0.856 1.161
23 H -5.119 2.366 2.708
24 H -5.411 1.058 3.871
25 H -4.054 2.156 4.119
26 H -3.142 -0.424 4.256
27 H -1.447 -3.266 2.775
28 H -0.889 -1.989 3.874
29 H -2.491 -2.695 4.072
30 H -1.567 -1.916 -0.814
31 H -3.240 -3.553 -0.144
32 H -1.668 -4.343 -0.370
33 H -2.292 -4.050 1.266
34 H 0.069 -2.471 1.679
35 H 0.376 -3.253 0.111
36 H 0.473 -0.603 -0.634
37 H 2.190 2.499 -0.022
38 H 1.671 1.167 -1.061
39 H 0.691 1.596 0.343
40 H 4.113 1.885 1.000
41 H 6.348 -0.431 3.011
42 H 6.570 0.766 1.713
43 H 5.748 1.223 3.209
44 H 4.705 -2.020 2.660
45 H 3.391 -3.750 2.136
46 H 1.854 -3.244 2.862
47 H 1.948 -3.678 1.134
48 H -3.581 0.792 -1.400
49 H -1.837 0.722 -1.257
50 H -2.749 -0.761 -1.660
51 H -4.021 1.716 0.640
52 C 0.293 3.623 -6.494
53 C 0.884 2.394 -6.138
54 C 0.705 1.921 -4.837
55 C -0.048 2.639 -3.936
56 C -0.628 3.867 -4.239
57 C -0.451 4.365 -5.542
58 C -0.086 1.859 -2.674
59 O -0.763 2.191 -1.681
60 N 0.717 0.750 -2.789
61 C 1.225 0.705 -4.094
62 O 1.964 -0.136 -4.586
63 H 0.408 4.018 -7.509
64 H 1.473 1.799 -6.843
65 H -1.187 4.391 -3.464
66 H -0.890 5.328 -5.812

***

Record 7
Here is C5H12B3ILaN2O3 as an isolated structure in a non-equilibrium geometry from OMol25. Energies are from ωB97M-V/def2-TZVPD.

Results
Total energy   -25466.7294 eV
Net charge   +3
HOMO energy   -17.94 eV
E_LUMO   -13.7 eV

Element x y z (Å)
1 C 2.672 -1.714 -0.177
2 C 2.516 -0.192 -0.519
3 C 2.793 0.157 -1.919
4 N 2.193 0.675 0.421
5 B 0.951 1.497 0.172
6 O 0.903 2.726 0.715
7 B -0.154 2.747 1.623
8 I 0.283 2.725 3.674
9 O -1.394 2.361 1.164
10 B -1.281 1.155 0.544
11 C -2.218 -0.059 0.831
12 C -3.086 -0.324 -0.485
13 N -3.801 -1.559 -0.536
14 O -0.164 0.892 -0.368
15 H 3.056 -2.230 -1.055
16 H 3.457 -1.790 0.591
17 H 1.731 -2.229 0.096
18 H 3.093 1.198 -2.035
19 H 3.611 -0.472 -2.285
20 H 1.926 -0.107 -2.546
21 H -1.629 -0.985 1.036
22 H -2.876 0.177 1.668
23 H -3.802 0.501 -0.530
24 H -2.440 -0.267 -1.363
25 H -4.191 -1.847 0.355
26 H -3.243 -2.332 -0.878
27 La 1.095 -0.704 1.805

***

Record 8
Here is one molecule with the formula C20H20N2O5 from OMol25. Energies are from ωB97M-V/def2-TZVPD.

Results
Total energy   -34281.7068 eV
Relative energy (zero: lowest compared OMol25 entry of this formula, charge and spin)   51.6 kcal/mol
Net charge   0
HOMO energy   -8.95 eV
E_LUMO   -0.3 eV

Element x y z (Å)
1 O 2.207 2.165 -1.057
2 C 1.362 1.786 -0.277
3 C 0.022 2.476 -0.019
4 O -0.339 3.550 -0.443
5 N -0.671 1.688 0.839
6 C -1.890 2.123 1.466
7 C -3.126 1.310 1.080
8 O -3.419 1.545 -0.278
9 C -4.631 0.983 -0.731
10 C -4.441 -0.471 -1.174
11 O -3.521 -0.548 -2.231
12 C 0.006 0.465 1.215
13 C -0.680 -0.775 0.673
14 C -0.703 -1.034 -0.693
15 C -1.320 -2.192 -1.137
16 C -1.890 -3.043 -0.202
17 C -1.820 -2.687 1.136
18 N -1.232 -1.584 1.566
19 C 1.372 0.618 0.592
20 C 2.352 -0.306 0.729
21 O 2.090 -1.422 1.444
22 C 3.694 -0.180 0.145
23 C 4.253 -1.274 -0.516
24 C 5.519 -1.184 -1.063
25 C 6.246 -0.012 -0.939
26 C 5.702 1.072 -0.267
27 C 4.433 0.993 0.273
28 H -1.773 2.081 2.555
29 H -2.039 3.158 1.144
30 H -3.969 1.642 1.705
31 H -2.956 0.243 1.276
32 H -5.409 1.052 0.039
33 H -4.926 1.583 -1.597
34 H -5.385 -0.885 -1.534
35 H -4.092 -1.078 -0.323
36 H -2.843 0.122 -2.064
37 H 0.051 0.367 2.308
38 H -0.247 -0.342 -1.385
39 H -1.363 -2.422 -2.190
40 H -2.381 -3.954 -0.505
41 H -2.256 -3.309 1.908
42 H 2.877 -1.982 1.491
43 H 3.678 -2.183 -0.636
44 H 5.937 -2.030 -1.589
45 H 7.234 0.057 -1.367
46 H 6.270 1.984 -0.167
47 H 4.013 1.833 0.802